[1]
The ion C5H12NO2 with charge +1. Source: the Open Molecules 2025 dataset; level of theory: ωB97M-V with the def2-TZVPD basis set.

Values from the calculation:
Spin multiplicity = 1
Total charge = +1
Energy above the lowest of the compared OMol25 structures with the same formula, charge and spin = 154.3 kJ/mol
LUMO energy = -2.69 eV
Orbital gap = 12.07 eV
SMILES = C[N+]1(C)CO[C@@H](O)C1
Largest force on an atom = 3.89 eV Å⁻¹
M = 118.16 g mol⁻¹

Atoms and positions in Å:
H (-0.79167, -1.44674, 1.52640)
H (2.44826, 0.46664, -1.45739)
C (-1.77576, 0.08946, -0.40540)
H (0.22774, -0.66143, -1.82096)
H (0.62247, -1.76768, -0.44470)
H (0.69364, -0.51313, 1.80289)
C (0.26334, 1.41914, 0.03680)
H (-2.40967, 0.66052, 0.27057)
H (-1.81315, 0.55245, -1.38955)
H (-0.14903, 2.09519, 0.78796)
N (-0.39120, 0.04918, 0.08772)
C (2.07522, 0.13513, -0.48337)
O (2.88298, -0.68108, 0.21846)
H (3.81934, -0.56639, 0.02026)
C (0.48142, -0.74688, -0.77142)
H (-2.16252, -0.92364, -0.47509)
C (-0.34261, -0.45676, 1.47294)
H (-0.89464, 0.21266, 2.12853)
O (1.59108, 1.20202, 0.29850)
H (0.09665, 1.81826, -0.97518)



[2]
A structure of composition CH3NO2. Source: the Open Molecules 2025 dataset; level of theory: ωB97M-V with the def2-TZVPD basis set.

Values from the calculation:
Spin multiplicity = 1
Total charge = 0
Energy above the lowest of the compared OMol25 structures with the same formula, charge and spin = 310.9 kJ/mol
LUMO energy = -0.34 eV
Orbital gap = 10.15 eV
Largest force on an atom = 9.38 eV Å⁻¹
M = 61.04 g mol⁻¹

Atoms and positions in Å:
O (-2.75111, -0.69802, -1.13816)
H (-0.13967, -0.05761, 0.85974)
N (-1.09243, 0.20080, 0.21939)
C (-1.88596, -0.20348, -0.49314)
H (1.47787, 0.46417, -0.59734)
H (2.81074, 0.04277, 0.72939)
O (1.58056, 0.25136, 0.42011)



[3]
A cluster of 6 separate species, C35H80F2N3O17 in total. Source: the Open Molecules 2025 dataset; level of theory: ωB97M-V with the def2-TZVPD basis set.

Values from the calculation:
Spin multiplicity = 1
Total charge = +1
LUMO energy = -4.29 eV
Orbital gap = 5.41 eV
Largest force on an atom = 2.57 eV Å⁻¹
M = 853.03 g mol⁻¹

Atoms and positions in Å:
C (5.15343, 1.79217, 7.69815)
H (5.08792, -0.91771, 10.11805)
O (3.40540, 0.27264, 5.64807)
H (4.49770, -1.33247, 5.02893)
H (6.48429, -4.62250, -1.23920)
O (0.35944, 5.62015, -2.02306)
H (6.01730, -3.65020, -2.64275)
H (-5.33166, -2.56453, 1.16931)
H (5.17997, 0.24297, 4.56290)
H (0.63673, 0.69543, -0.35132)
H (4.15251, 7.83266, -2.47246)
C (2.84186, -3.29401, -0.97997)
H (4.16492, 2.22560, 9.53203)
O (6.04301, 0.89579, 7.05201)
C (-4.80649, -3.21750, 0.46720)
C (5.86031, 9.58593, -5.83344)
H (3.76600, -1.71518, 2.82671)
C (1.31560, 4.06825, -3.64879)
H (-11.89173, -5.85054, 1.73276)
H (5.76368, 7.46331, -3.12165)
C (4.04024, -1.14921, -0.89550)
H (-13.83772, -7.28593, 0.87644)
N (-10.67260, -7.53776, 1.28877)
O (-7.92806, -6.88957, 0.82155)
H (1.46033, -2.91504, 0.61344)
C (-13.02534, -6.12048, -0.55639)
F (-11.21872, -8.16227, -1.64542)
H (6.12170, -0.73504, -1.04094)
C (-1.91770, -4.48399, 0.22727)
N (-12.92312, -7.20948, 0.46050)
C (-5.85933, -3.78936, -0.45899)
O (1.08602, 2.62838, -0.94710)
H (2.46107, 0.71981, 3.85525)
H (2.92128, 2.74281, -0.05847)
C (-10.08371, -8.14544, -0.99540)
H (-13.75981, -5.39499, -0.24600)
N (-10.10938, -7.13275, 0.02943)
H (4.31127, 2.05132, 7.05481)
C (4.87603, 10.53257, -6.48936)
H (-12.07249, -5.64833, -0.71279)
H (-4.10091, -2.58956, -0.07753)
C (4.68336, 1.37308, 9.07543)
O (-4.13779, -4.15732, 1.29092)
H (-0.34538, 5.36453, -3.92393)
H (2.38113, 11.92658, -6.65483)
H (-1.44756, -3.92869, 1.04550)
C (4.81414, 7.96329, -3.33996)
H (2.05176, -3.69949, -1.61890)
H (-2.96987, -5.75926, 1.53014)
H (2.52695, -2.91126, 3.25853)
H (5.18369, 11.56437, -6.29093)
C (-5.95954, -5.75318, -1.79056)
H (5.43682, 9.81738, -2.55957)
H (2.23591, 1.86645, 5.19201)
H (4.02189, 4.00540, -1.74010)
C (2.81740, 11.48201, -5.75410)
H (3.53649, -1.63222, 9.65503)
F (-8.85954, -5.31496, -0.32436)
O (3.38427, -3.08478, 1.37984)
C (0.61750, 5.38911, -3.39770)
H (7.56946, -3.33945, -1.81296)
H (-11.49844, -9.45419, 0.91167)
H (1.22131, 6.19747, -3.82367)
H (-6.26821, -6.25339, -0.86882)
H (2.89448, 1.84187, -1.58935)
H (-0.49557, 1.47775, -1.48123)
C (-8.85409, -6.47375, 0.20977)
C (6.52153, -3.62296, -1.67137)
O (6.07923, 9.78959, -4.44719)
H (3.73918, -3.87638, -1.19304)
H (3.84067, -0.15115, -1.29136)
H (4.91934, 10.36347, -7.57281)
H (6.83137, 9.78253, -6.29503)
C (2.93066, 3.96825, -1.80550)
H (5.81416, 6.11946, -4.79207)
H (5.73903, 2.70467, 7.83397)
H (5.44770, -1.58865, -2.44544)
O (2.98150, -1.94842, -1.40148)
H (-1.25449, -5.31338, -0.05036)
H (2.15080, -1.57967, 2.12136)
H (-6.42429, -2.95498, -0.89458)
H (-6.83296, -5.57922, -2.43418)
C (0.67452, 6.92311, -1.57900)
C (-10.71619, -9.01408, 1.50327)
H (4.30226, 5.32963, -4.24240)
H (-1.39494, -2.00115, 0.13825)
H (4.13728, 9.98205, -3.72516)
C (4.01833, -0.71740, 9.99931)
H (-12.41598, -7.37578, 2.43735)
H (5.61598, 8.54510, -6.05066)
H (-0.15024, 7.61566, -1.77660)
C (5.43250, -1.53025, -1.35215)
H (3.77717, 1.83549, 4.32437)
O (-9.15180, -8.86416, -1.24443)
C (4.72077, 6.13017, -4.85722)
O (5.87526, -2.74522, -0.77415)
H (-9.75377, -9.46398, 1.33716)
H (0.83985, 6.87528, -0.50230)
H (1.05882, 0.88134, -2.07953)
C (2.95684, 1.21511, 4.69793)
H (2.17682, -4.54250, 0.61868)
C (5.56893, -0.35468, 6.58345)
H (5.55536, 1.13378, 9.69277)
H (4.44149, 5.96213, -5.89753)
H (5.11377, -0.93611, 7.38659)
O (-5.29445, -4.54209, -1.52116)
H (0.72628, 3.22406, -3.28868)
H (-13.32583, -6.56400, -1.48860)
H (-1.90734, -1.73586, -1.53278)
C (5.06517, 9.44636, -3.51825)
H (-6.54822, -4.40335, 0.12670)
O (2.65957, 3.99347, -3.19827)
H (3.98551, -1.06718, 0.19113)
H (1.58772, 7.30060, -2.04993)
H (2.55824, 4.86718, -1.31258)
C (4.67066, -0.30230, 5.36466)
H (-3.69772, -5.68050, -0.06133)
H (3.44413, 12.22286, -5.24859)
C (-3.22284, -5.07744, 0.71437)
H (3.59085, -0.43706, 10.96790)
H (2.00988, 11.20144, -5.07735)
C (2.49437, 2.71805, -1.06960)
H (6.46993, -0.89370, 6.27956)
C (0.55683, 1.34988, -1.22703)
H (-0.36694, -2.56307, -1.21839)
H (-5.26747, -6.40820, -2.31830)
C (-12.04310, -6.90897, 1.54078)
C (2.91965, -2.28760, 2.44832)
C (-1.39592, -2.43187, -0.86799)
H (1.38489, 3.95769, -4.73409)
C (2.38776, -3.47720, 0.45507)
O (-2.09302, -3.66177, -0.91234)
H (-10.05919, -7.16329, 2.01531)
O (4.18503, 7.38141, -4.46655)
H (-10.97196, -9.17011, 2.53899)
O (3.78022, 0.28128, 9.03148)
O (3.54103, 10.31134, -6.06625)